C28H29Cl4N2O7STb as an isolated structure at a distorted geometry. Source: the OMol25 dataset; level of theory: ωB97M-V/def2-TZVPD.

Largest force on an atom   2.04 eV/Å
Gap between HOMO and LUMO (alpha / beta)   0.265 / 0.265 hartree
ΔE to the lowest compared entry with this formula, charge and spin   70.54 kJ/mol
Total charge   0
Spin multiplicity   7
Lowest unoccupied orbital energy (alpha / beta)   0.0037 / 0.0037 hartree

Last column: Löwdin charge in e.
Geometry (Å):
1 Tb -0.13423 -0.32497 0.36460  1.7461
2 Cl 3.95053 5.17049 -0.84262  0.6492
3 C 3.31242 3.71113 -0.16833  -0.7179
4 C 3.77381 3.23059 1.04478  -0.7167
5 Cl 5.00686 4.07960 1.90992  0.6485
6 C 3.22977 2.05026 1.57238  -0.5940
7 Cl 3.79223 1.41978 3.09143  0.7063
8 C 2.23650 1.33590 0.91237  -0.3890
9 O 1.68130 0.22845 1.38846  -0.2352
10 C 1.76402 1.83294 -0.32902  -0.4147
11 O 0.78540 1.16000 -0.92122  -0.3119
12 C 2.30737 3.00459 -0.84292  -0.6151
13 Cl 1.66631 3.59217 -2.34640  0.6955
14 O -2.79136 -1.25888 -0.41995  -0.0221
15 C -2.35487 -2.63409 -0.39746  -0.3176
16 C -0.82165 -2.38275 -0.52944  -0.6675
17 O -0.08787 -2.62132 0.46274  -0.0471
18 O -0.44434 -1.64856 -1.47850  -0.0390
19 C -2.68926 -3.29312 0.94225  -0.1523
20 C -3.04439 -2.53879 2.05059  -0.0280
21 C -3.28647 -3.15340 3.27577  -0.0805
22 C -3.16547 -4.52752 3.40667  -0.0937
23 C -2.80178 -5.28944 2.30060  -0.0683
24 C -2.56751 -4.67564 1.07977  -0.0124
25 C -2.94134 -3.41968 -1.56144  -0.1487
26 C -4.31613 -3.64410 -1.56376  -0.0321
27 C -4.92172 -4.34663 -2.59441  -0.0735
28 C -4.14982 -4.85417 -3.63441  -0.0865
29 C -2.77851 -4.64747 -3.63488  -0.0658
30 C -2.17558 -3.92711 -2.60556  -0.0048
31 H -3.75485 -1.23911 -0.38995  0.1151
32 H -3.10301 -1.46204 1.97436  0.1088
33 H -3.56044 -2.54844 4.13161  0.1054
34 H -3.35074 -5.00566 4.36236  0.1016
35 H -2.70265 -6.36483 2.38979  0.1040
36 H -2.28503 -5.27790 0.22250  0.1269
37 H -4.92128 -3.28827 -0.73407  0.1231
38 H -5.99306 -4.51204 -2.57940  0.1037
39 H -4.61803 -5.41161 -4.43740  0.1024
40 H -2.16967 -5.04001 -4.44228  0.1064
41 H -1.10720 -3.75258 -2.63330  0.1173
42 C -0.85070 2.16625 3.49080  -0.0179
43 N -0.27241 1.04812 4.21476  -0.0552
44 C 0.34051 1.37529 5.49993  -0.1450
45 C 1.44325 0.40069 5.83500  -0.1543
46 C 0.92697 -1.00566 5.65587  -0.1404
47 N 0.39274 -1.17919 4.30894  -0.0483
48 C 0.42920 -2.52320 3.74072  0.0073
49 C -0.21142 -0.17668 3.64797  -0.4416
50 O -0.76331 -0.38098 2.53392  -0.1358
51 H -0.06179 2.86415 3.19336  0.1009
52 H -1.55437 2.69339 4.13940  0.0974
53 H -1.37435 1.82094 2.60981  0.0591
54 H -0.42526 1.37436 6.28257  0.1280
55 H 0.73252 2.39035 5.43013  0.1257
56 H 1.77365 0.55592 6.86191  0.1228
57 H 2.28775 0.55904 5.16791  0.0677
58 H 0.15910 -1.23089 6.40276  0.1300
59 H 1.72670 -1.73136 5.78476  0.1221
60 H 1.37645 -2.98328 4.01992  0.0967
61 H 0.36051 -2.49949 2.66616  0.0610
62 H -0.39369 -3.13778 4.11788  0.0927
63 C -1.05285 3.87148 0.03354  -0.2325
64 S -1.57118 2.40580 -0.80467  0.9292
65 C -3.27188 2.86331 -1.02895  -0.2425
66 O -1.66107 1.34330 0.31164  -0.6367
67 H -1.02731 4.68847 -0.69127  0.0698
68 H -0.04395 3.68647 0.40732  0.0536
69 H -1.75421 4.06572 0.84801  0.0684
70 H -3.31615 3.78361 -1.61756  0.0671
71 H -3.73420 2.99226 -0.04789  0.0654
72 H -3.74938 2.05040 -1.57789  0.0592

---

C28H29N4O8PtS2 as an isolated structure. Source: the OMol25 dataset; level of theory: ωB97M-V/def2-TZVPD.

Largest force on an atom   0.83 eV/Å
Gap between HOMO and LUMO   0.271 hartree
ΔE to the lowest compared entry with this formula, charge and spin   44.81 kJ/mol
Total charge   -1
Spin multiplicity   1
Lowest unoccupied orbital energy   0.0816 hartree

Last column: Löwdin charge in e.
Geometry (Å):
1 Pt 0.22724 -0.01068 0.54551  1.1733
2 C 5.28502 0.72869 -3.91450  -0.0524
3 C 3.95871 1.14351 -3.33992  -0.2666
4 C 2.83253 1.26539 -4.14461  -0.0353
5 C 1.60425 1.62722 -3.60864  -0.0445
6 C 1.49970 1.86300 -2.24938  -0.2653
7 C 2.62219 1.78360 -1.43502  -0.0682
8 C 3.83960 1.42229 -1.98034  -0.0378
9 S -0.05418 2.25616 -1.49350  0.5895
10 O 0.24109 2.91321 -0.24959  -0.3140
11 O -0.84147 2.97601 -2.46506  -0.3011
12 N -0.72808 0.82366 -1.12213  -0.2542
13 C -1.28046 -0.02148 -2.09942  -0.2501
14 C -1.56071 0.34530 -3.41039  -0.0464
15 C -2.15793 -0.53219 -4.33063  -0.0773
16 C -2.53892 -1.79402 -3.98676  -0.0645
17 C -2.32712 -2.21729 -2.65929  -0.1759
18 C -2.74503 -3.48947 -2.20676  -0.0320
19 C -2.55046 -3.85604 -0.90816  -0.0656
20 C -1.91590 -2.93515 -0.05253  -0.1408
21 N -1.50747 -1.76173 -0.44487  0.0813
22 C -1.69426 -1.36100 -1.72017  -0.1753
23 H 5.16598 0.29046 -4.90519  0.0701
24 H 5.76755 -0.00695 -3.27000  0.0796
25 H 5.95881 1.58437 -4.00441  0.0779
26 H 2.91259 1.06869 -5.20759  0.1071
27 H 0.73987 1.73920 -4.24903  0.1012
28 H 2.51627 1.99263 -0.37795  0.1050
29 H 4.70486 1.31937 -1.33532  0.1188
30 H -1.34805 1.34817 -3.73085  0.0836
31 H -2.32622 -0.17556 -5.34023  0.1048
32 H -3.01299 -2.46183 -4.69607  0.1036
33 H -3.23384 -4.15705 -2.90770  0.1109
34 H -2.87016 -4.82025 -0.53488  0.0954
35 H -1.73667 -3.18875 0.98940  0.1033
36 N 1.38828 -0.84454 1.99854  -0.1019
37 C 2.75918 -0.68817 1.46308  -0.1401
38 C 2.76044 -1.06064 -0.03405  -0.6575
39 O 3.78320 -1.45414 -0.56268  0.0329
40 O 1.61903 -0.90002 -0.63610  -0.1782
41 H 1.22088 -0.32782 2.86957  0.0583
42 H 1.16888 -1.82746 2.11082  0.1077
43 H 3.49352 -1.28578 2.00402  0.1157
44 H 3.02744 0.36443 1.54792  0.1192
45 C -6.21390 -0.88219 -1.45774  -0.0468
46 C -5.52364 0.37324 -0.99826  -0.2590
47 C -6.15734 1.26331 -0.13518  -0.0470
48 C -5.52091 2.42123 0.29136  -0.0600
49 C -4.24180 2.69587 -0.16039  -0.2658
50 C -3.59325 1.82602 -1.03236  -0.0197
51 C -4.23638 0.67275 -1.44302  -0.0046
52 S -3.35226 4.10206 0.45188  0.6161
53 O -4.27541 4.86955 1.24424  -0.3113
54 O -2.65040 4.69930 -0.64218  -0.2741
55 N -2.24454 3.46750 1.46246  -0.1077
56 C -2.76750 2.70510 2.60695  -0.2329
57 C -1.64900 2.36972 3.55403  -0.0939
58 C -0.65299 1.40123 2.95971  -0.6309
59 O 0.34908 1.07487 3.61145  -0.0164
60 O -1.01410 0.97687 1.81713  -0.1899
61 H -6.98223 -1.19232 -0.74943  0.0712
62 H -5.50153 -1.69936 -1.57261  0.0683
63 H -6.69633 -0.72794 -2.42581  0.0814
64 H -7.15831 1.04252 0.21800  0.1052
65 H -6.00181 3.11206 0.97032  0.1074
66 H -2.59420 2.06041 -1.39147  0.0728
67 H -3.72629 -0.01040 -2.11400  0.0900
68 H -1.50983 2.97738 0.94742  0.0665
69 H -3.27286 1.78586 2.29001  0.1208
70 H -3.50370 3.33351 3.10865  0.1141
71 H -2.06787 1.89034 4.44389  0.1242
72 H -1.11835 3.25302 3.91228  0.1283

---

C28H29N5Rh as an isolated structure at a distorted geometry. Source: the OMol25 dataset; level of theory: ωB97M-V/def2-TZVPD.

Largest force on an atom   2.50 eV/Å
Gap between HOMO and LUMO (alpha / beta)   0.231 / 0.231 hartree
ΔE to the lowest compared entry with this formula, charge and spin   11.02 kJ/mol
Total charge   +1
Spin multiplicity   1
Lowest unoccupied orbital energy (alpha / beta)   -0.1460 / -0.1462 hartree

Last column: Löwdin charge in e.
Geometry (Å):
1 Rh -0.19030 0.71446 -0.00279  1.1707
2 C -0.45702 -0.54348 2.74916  -0.0420
3 N 0.09446 0.69650 2.14617  -0.2727
4 C -0.54384 1.87268 2.78431  -0.0543
5 C 1.55982 0.70673 2.33949  -0.2013
6 C 2.12481 0.95900 3.57326  -0.0234
7 C 3.50679 1.02893 3.70645  -0.0687
8 C 4.31181 0.88186 2.58939  -0.0639
9 C 3.75182 0.58949 1.35412  -0.0174
10 C 2.37376 0.43288 1.23193  -0.2203
11 N 1.67823 0.08470 0.07128  -0.0646
12 C 2.21421 -0.40483 -1.12481  -0.2333
13 C 3.38391 -1.15629 -1.24571  -0.0172
14 C 3.78241 -1.62531 -2.48641  -0.0608
15 C 3.01919 -1.36317 -3.61621  -0.0640
16 C 1.83261 -0.65621 -3.49601  -0.0209
17 C 1.42068 -0.19801 -2.25638  -0.2044
18 N 0.16271 0.55486 -2.10021  -0.2769
19 C -0.96444 -0.15088 -2.76132  -0.0462
20 C 0.31332 1.90801 -2.69461  -0.0414
21 H -0.28528 -0.54170 3.82773  0.1031
22 H 0.02796 -1.40966 2.30697  0.0894
23 H -1.52689 -0.59215 2.55871  0.0858
24 H -0.41958 1.85202 3.86777  0.0894
25 H -1.60596 1.85688 2.55218  0.0867
26 H -0.10432 2.78498 2.38759  0.1030
27 H 1.49958 1.12716 4.44065  0.1143
28 H 3.94513 1.21755 4.67681  0.1099
29 H 5.38294 1.00719 2.67379  0.1131
30 H 4.38112 0.51107 0.47993  0.1077
31 H 3.94703 -1.41792 -0.36193  0.1113
32 H 4.69346 -2.20272 -2.56978  0.1134
33 H 3.33374 -1.72478 -4.58561  0.1111
34 H 1.22612 -0.47914 -4.37487  0.1152
35 H -0.83684 -0.17060 -3.84419  0.0950
36 H -1.88486 0.37926 -2.52514  0.0853
37 H -1.02235 -1.16938 -2.38730  0.0879
38 H 0.60346 1.83051 -3.74390  0.0999
39 H 1.07895 2.45945 -2.15143  0.1008
40 H -0.63589 2.43308 -2.61751  0.0811
41 C -1.47053 -4.84644 0.19280  -0.0597
42 C -0.36407 -4.02888 0.02759  -0.0530
43 C -0.52729 -2.65070 -0.01711  -0.0495
44 C -1.79318 -2.10118 0.10165  -0.2556
45 C -2.90693 -2.91252 0.25798  -0.0130
46 C -2.73873 -4.28559 0.30626  -0.0552
47 N -1.88372 -0.66051 0.05036  -0.0301
48 N -3.02692 -0.18095 0.01561  0.1285
49 C -3.03323 1.21976 -0.10628  -0.2944
50 C -4.25386 1.87619 -0.23167  -0.0091
51 C -4.25909 3.24904 -0.39645  -0.0658
52 C -3.04807 3.93635 -0.42328  -0.0571
53 C -1.83852 3.25978 -0.27689  -0.1096
54 C -1.80894 1.87821 -0.12720  -0.2418
55 H -1.34888 -5.92074 0.23422  0.1130
56 H 0.62302 -4.46046 -0.07099  0.1134
57 H 0.32136 -1.98981 -0.15510  0.0857
58 H -3.88545 -2.46235 0.34808  0.1114
59 H -3.60280 -4.92441 0.42820  0.1135
60 H -5.17218 1.30358 -0.19832  0.1197
61 H -5.19390 3.78337 -0.49332  0.1109
62 H -3.04918 5.01108 -0.55877  0.1126
63 H -0.91137 3.82418 -0.27888  0.1046

---

C28H29N7NaS as an isolated structure. Source: the OMol25 dataset; level of theory: ωB97M-V/def2-TZVPD.

Largest force on an atom   0.87 eV/Å
Gap between HOMO and LUMO   0.208 hartree
ΔE to the lowest compared entry with this formula, charge and spin   18.17 kJ/mol
Total charge   -1
Spin multiplicity   1
Lowest unoccupied orbital energy   0.0771 hartree

Last column: Löwdin charge in e.
Geometry (Å):
1 Na 0.04388 1.71028 0.02176  0.1798
2 C -3.62558 1.14309 -2.58205  -0.0915
3 C -3.24548 1.53195 -3.86457  -0.0956
4 C -1.90938 1.65803 -4.15456  -0.0327
5 C -0.94389 1.40742 -3.16113  -0.3138
6 N -1.31560 1.04410 -1.92725  0.1161
7 C -2.62073 0.91530 -1.66666  -0.1737
8 N 0.37584 1.53597 -3.59292  0.1472
9 C 1.41646 1.48490 -2.82469  -0.2884
10 N 1.54504 1.33699 -1.47848  0.1173
11 C 2.87147 1.38645 -1.16411  -0.2897
12 N 3.48593 1.33325 -0.02732  0.1543
13 C 2.86691 1.11461 1.20191  -0.3238
14 C 3.61087 1.49461 2.33270  -0.0277
15 C 3.11682 1.24982 3.59096  -0.0937
16 C 1.88707 0.60845 3.72637  -0.0933
17 C 1.22076 0.27073 2.56738  -0.1679
18 N 1.67790 0.51597 1.33590  0.1093
19 C 3.68149 1.56816 -2.41367  -0.1063
20 C 5.03784 1.68825 -2.62845  -0.0243
21 C 5.46722 1.86165 -3.94426  -0.0996
22 C 4.55016 1.91662 -4.99435  -0.0995
23 C 3.18073 1.80183 -4.75510  -0.0242
24 C 2.77673 1.62447 -3.44827  -0.1052
25 H -4.66318 1.03147 -2.29836  0.0891
26 H -3.99007 1.73117 -4.62673  0.0948
27 H -1.55684 1.94730 -5.13501  0.0989
28 H -2.86302 0.61703 -0.65178  0.0887
29 H 4.56587 1.97600 2.17288  0.1015
30 H 3.67995 1.55382 4.46546  0.0964
31 H 1.45279 0.39766 4.69437  0.0890
32 H 0.24800 -0.21283 2.60743  0.0805
33 H 5.73147 1.65379 -1.79773  0.1050
34 H 6.52549 1.95744 -4.15640  0.0892
35 H 4.90957 2.05109 -6.00781  0.0892
36 H 2.45117 1.85119 -5.55360  0.1047
37 C 0.60135 4.16410 0.49571  -0.1925
38 C -0.56626 4.12387 -0.30603  -0.2015
39 C -1.60826 3.56588 0.46841  -0.2143
40 C -1.08564 3.25671 1.75055  -0.1986
41 C 0.28117 3.63235 1.76531  -0.2027
42 H 1.56878 4.54228 0.19436  0.0783
43 H -0.64848 4.45945 -1.33101  0.0790
44 H -2.63198 3.42601 0.14693  0.0714
45 H -1.64339 2.85636 2.58756  0.0670
46 H 0.95741 3.53924 2.60466  0.0723
47 C -0.99805 -5.27713 3.86956  -0.0900
48 C -1.54130 -3.92492 3.43668  -0.2477
49 N -0.93475 -3.43637 2.20586  -0.0164
50 C -1.59738 -2.89379 1.14842  -0.8831
51 S -0.90042 -1.74710 0.17327  0.7003
52 N -2.88653 -3.35028 0.94790  -0.0288
53 C -3.18369 -4.78483 0.90574  -0.2570
54 C -4.60444 -5.07532 1.35098  -0.0921
55 H -1.46793 -5.59823 4.80076  0.0718
56 H 0.07920 -5.22728 4.03812  0.0732
57 H -1.17702 -6.03775 3.10809  0.0625
58 H -1.36060 -3.18790 4.22483  0.1181
59 H -2.61891 -3.95706 3.29680  0.0985
60 H 0.00400 -3.07333 2.28024  0.1135
61 H -3.28053 -2.84643 0.16426  0.1036
62 H -2.47116 -5.30951 1.53481  0.0847
63 H -3.02122 -5.15674 -0.11151  0.1201
64 H -4.76533 -4.74003 2.37723  0.0676
65 H -4.81678 -6.14414 1.29316  0.0706
66 H -5.32550 -4.55613 0.71647  0.0720